The following is a quantum chemistry calculation of C21H31Br3IrNO4SSi as an isolated structure, from the Open Molecules 2025 dataset.

Properties
Multiplicity: 5
HOMO level (alpha / beta) (eV): -5.83 / -8.12
⟨S²⟩: 6.050
E_tot (Eh): -9688.59669
Frontier orbital gap (alpha / beta) (eV): 6.2 / 5.3

Cartesian coordinates (Å):
1 Ir 1.37 -0.94 -1.02
2 Br 2.68 4.08 -2.18
3 C 3.50 2.35 -2.31
4 C 4.68 2.38 -3.04
5 C 5.42 1.21 -3.11
6 Br 7.13 1.24 -3.91
7 C 5.08 -0.03 -2.45
8 C 5.79 -1.23 -2.37
9 C 5.27 -2.37 -1.79
10 C 3.98 -2.37 -1.22
11 N 3.22 -1.22 -1.39
12 C 3.82 -0.12 -1.91
13 C 2.98 1.09 -2.02
14 O 1.71 1.04 -1.56
15 H 5.14 3.25 -3.48
16 H 6.68 -1.32 -2.95
17 H 5.91 -3.31 -1.78
18 H 3.70 -3.29 -0.60
19 C -2.37 0.87 -2.20
20 C -1.54 -0.36 -2.06
21 C -2.51 -1.56 -1.91
22 C -0.54 -0.80 -3.10
23 O -0.77 -0.24 -0.79
24 Si -0.81 -0.20 0.88
25 S 1.24 -0.26 1.37
26 O -1.74 -1.43 1.37
27 C -2.37 -1.99 2.54
28 C -1.28 -2.25 3.53
29 C -2.91 -3.35 2.09
30 C -3.35 -0.90 3.07
31 O -1.39 1.20 1.40
32 C -1.44 2.56 2.05
33 C -0.91 2.34 3.48
34 C -0.60 3.48 1.24
35 C -2.83 3.05 2.04
36 H -2.54 1.53 -1.35
37 H -3.25 0.42 -2.59
38 H -1.89 1.54 -2.94
39 H -2.90 -1.85 -2.89
40 H -3.42 -1.43 -1.24
41 H -2.00 -2.45 -1.54
42 H -0.96 -0.67 -4.17
43 H -0.34 -1.86 -2.92
44 H 0.40 -0.15 -3.09
45 H -1.70 -2.63 4.45
46 H -0.77 -1.30 3.71
47 H -0.63 -2.97 3.05
48 H -2.18 -3.87 1.44
49 H -3.84 -3.34 1.51
50 H -3.02 -4.04 2.97
51 H -2.83 0.07 3.39
52 H -3.87 -1.28 3.94
53 H -4.14 -0.70 2.34
54 H 0.07 1.93 3.26
55 H -1.54 1.57 3.91
56 H -0.83 3.25 4.14
57 H 0.38 3.14 1.51
58 H -0.67 4.54 1.52
59 H -0.75 3.47 0.17
60 H -3.60 2.32 2.14
61 H -2.93 3.59 1.04
62 H -2.96 3.81 2.84
63 Br 0.81 -3.25 -0.51